(1)
Entry from the OMol25 dataset: a 5-piece molecular cluster, C39H51NO13 overall at a distorted geometry (ωB97M-V/def2-TZVPD).

Each line ends with the Mulliken charge.
Element x y z (Å)
O 4.9901 -4.7916 0.6785  -0.5791
O 3.0865 -5.3397 -3.7829  -0.4294
O -2.7207 -0.4468 0.1760  -0.3983
O -6.4521 -3.1430 -1.8212  -0.5780
O -0.7141 -1.9156 1.0283  -0.3786
O 0.7713 9.5080 -0.1539  -0.5728
O -3.3300 5.0510 -1.0570  -0.6162
O 0.5127 3.9491 0.8526  -0.4016
O -2.4560 5.4898 0.9539  -0.3109
O 1.0806 -6.5078 2.8817  -0.5636
O -6.0306 -1.2142 -2.8710  -0.2663
O 0.4354 1.7347 1.1360  -0.6647
O 2.1647 7.7768 0.1302  -0.3027
N 1.5010 -0.8430 -0.1911  0.0726
C 4.5309 -6.2917 5.4674  -0.5495
C 5.6723 -5.7995 4.8284  -0.5650
C 1.7662 9.0623 0.3297  0.4183
C -8.2977 -1.8059 -2.6946  -0.4072
C 2.8374 -2.7222 0.6331  0.8544
C 3.2976 -6.2708 4.8275  -0.8259
C 0.5308 -3.7904 1.8940  -1.1922
C 3.1563 -3.5988 -2.0388  0.2388
C 1.7363 -5.6532 -3.5380  -0.6247
C 3.4053 -3.9857 -3.5013  -0.7952
C 3.3391 7.4920 0.9125  -0.4113
C -2.1252 -1.1139 -2.1291  -0.9074
C -3.3646 4.9172 0.1318  0.4951
C 4.0558 -2.4586 -1.6040  -0.8855
C -3.0984 -1.7499 0.5630  -0.4647
C 0.5354 2.6803 0.4054  0.5500
C -1.8883 -2.6892 0.8412  -0.6474
C 3.2046 -5.7366 3.5448  0.4887
C 4.1797 -4.6528 1.5561  0.0546
C 0.6529 2.6660 -1.1069  -0.1568
C -8.1502 -0.7275 -3.7677  -0.5146
C 4.3542 -5.2410 2.9137  0.4679
C 1.9149 -5.6481 2.8186  0.0209
C -2.9159 -0.1883 -1.2044  -0.3597
C 5.5918 -5.2757 3.5396  -0.6970
C -2.6685 5.0585 2.3110  -0.3604
C -6.7935 -0.1263 -3.4226  -0.4273
C 0.5164 4.8703 -0.2625  0.4460
C 3.9750 8.8483 1.1875  -0.5407
C 2.9091 -3.9052 1.3791  0.3619
C 1.5950 -2.0786 0.5401  -0.0545
C 2.7524 9.7629 1.2451  -0.3736
C 0.4523 -2.6166 1.1482  0.4735
C 1.7616 -4.4118 2.0067  0.4257
C -4.3433 4.0927 0.9458  -0.1111
C -4.1260 4.6185 2.3636  -0.5501
C 1.1171 4.0881 -1.4224  -0.7028
C 4.0195 -2.1251 -0.0731  -1.2971
C -6.8577 -2.1780 -2.3975  0.4506
H -2.5921 0.8350 -1.3660  0.3850
H -3.7334 -2.2029 -0.1979  0.1749
H -1.8851 -0.6067 -3.0573  0.4906
H 1.0980 5.7482 0.0043  -0.1879
H -0.5130 5.1687 -0.4584  -0.0385
H 4.4556 -3.8577 -3.7419  0.3955
H 3.0274 6.9851 1.8285  0.2603
H 3.7472 -1.5555 -2.1227  0.3087
H 0.7948 4.4552 -2.3940  0.4286
H 3.3275 -4.4905 -1.4437  0.1868
H -4.3217 3.8878 3.1455  0.3511
H -8.7467 -1.4173 -1.7795  0.2608
H -3.6674 -1.6537 1.4831  0.4756
H 2.2071 4.1407 -1.3855  0.2472
H 2.8057 -3.3565 -4.1684  0.3944
H -0.3318 -4.2164 2.3745  0.3918
H 4.9397 -2.4536 0.3864  0.5022
H 4.6095 9.1353 0.3481  0.2587
H 4.5843 8.8579 2.0888  0.3273
H -0.3353 2.4603 -1.5224  0.0959
H -4.7686 5.4825 2.5395  0.2681
H -2.1291 -3.2324 1.7518  0.3299
H -8.1078 -1.1927 -4.7532  0.2665
H 1.5733 -5.9360 -2.4960  0.1932
H -8.9523 0.0075 -3.7767  0.3241
H -1.7444 -3.3966 0.0268  0.4318
H -6.8667 0.6601 -2.6683  0.2589
H 4.5929 -6.6885 6.4688  0.4018
H -6.2671 0.2648 -4.2896  0.3455
H -4.0655 3.0413 0.8528  -0.0002
H -1.2007 -1.4274 -1.6555  -0.0833
H 2.1172 -3.2898 -1.9591  0.0344
H 2.4003 -6.6424 5.2978  0.4788
H -1.9770 4.2405 2.5222  0.1921
H -5.3567 4.2383 0.5833  0.3317
H 2.9534 10.7682 0.8874  0.3026
H 0.8087 -0.9254 -0.9228  0.0261
H 1.4567 -6.4995 -4.1551  0.2643
H 2.3187 9.8082 2.2449  0.2539
H 3.9113 -1.0517 0.0168  0.4694
H 1.0813 -4.8090 -3.7664  0.2849
H 3.9848 6.8271 0.3435  0.3438
H -2.7033 -2.0112 -2.3384  0.2759
H 1.3535 1.8984 -1.4273  0.3209
H -3.9791 -0.2936 -1.4297  0.3895
H -8.8528 -2.6752 -3.0338  0.3130
H 1.1572 -0.1271 0.4425  0.2333
H 5.0889 -2.6926 -1.8421  0.4844
H 6.4714 -4.8957 3.0457  0.4944
H 6.6105 -5.8262 5.3604  0.4036
H -2.4488 5.8889 2.9774  0.3235

Values from the calculation:
Kohn-Sham gap = 8.41 eV
HOMO = -8.60 eV
SMILES = CCOCCOc1cc2c(c(CCCCOC)c1N)C(=O)c1ccccc1C2=O.O=C1CCCO1.O=C1CCCO1.O=C1CCCO1.O=C1CCCO1
LUMO level = -0.2 eV

(2)
Entry from the OMol25 dataset: C39H52N12O2P2Ti as an isolated structure at a distorted geometry (ωB97M-V/def2-TZVPD).

Each line ends with the Löwdin spin population.
Element x y z (Å)
Ti -0.6552 -0.4102 0.9491  0.9193
P 2.1478 0.5861 -3.6536  0.0002
P -2.7115 0.4411 2.5982  0.0014
O 2.3340 4.0024 -1.1548  -0.0037
O 1.5984 6.2138 -0.9466  0.0000
N -1.5523 -0.1727 -1.0104  0.0047
N -0.8940 -2.5579 0.8605  -0.0004
N -0.5115 -6.5298 0.5745  0.0002
N -3.1805 -2.8737 1.0497  0.0023
N -0.2755 1.4518 0.5637  -0.0115
N 0.4848 -4.4661 0.5540  0.0013
N -1.8889 -4.7272 0.8029  0.0000
N 4.4157 -0.5560 -4.8280  0.0000
N 0.5554 0.1082 2.6454  -0.0003
N 1.2506 -1.0198 0.1561  -0.0037
N 4.5540 1.8151 -4.3560  0.0000
N 3.2134 1.0323 -6.2292  0.0000
C 1.1572 3.3138 1.0254  -0.0006
C 5.2607 0.5378 -4.3446  0.0000
C -2.5792 -0.4114 4.2460  -0.0006
C 1.5011 -2.3103 0.4521  0.0088
C 0.2930 -3.1941 0.6430  0.0010
C 1.7634 -0.2497 4.6709  -0.0014
C -2.3864 2.2248 2.9933  -0.0009
C -2.7516 0.5185 -3.4118  0.0125
C 3.6093 -0.6665 -0.0050  -0.0016
C 1.5726 5.0438 -0.8003  -0.0004
C 0.9202 3.8403 -0.3117  -0.0001
C 1.7456 1.9115 3.6450  -0.0018
C -1.4624 1.0842 -1.4865  0.0111
C 2.7756 -2.8288 0.5321  -0.0017
C -2.7892 -0.7918 -2.9603  -0.0016
C 3.4659 1.8710 -3.3686  0.0000
C 4.1275 2.1433 -5.6673  0.0000
C 3.3067 -0.8487 -3.9095  0.0000
C -3.0742 2.7399 4.2609  -0.0004
C -0.5969 1.9903 -0.6730  0.0008
C 1.9155 0.9536 -5.4609  0.0001
C 0.9731 -0.6967 3.6347  0.0086
C -5.3207 -0.7945 2.4134  0.0002
C -2.0625 1.4629 -2.6716  -0.0019
C 2.3005 -0.2264 -0.1052  0.0101
C -2.1805 -1.0910 -1.7603  0.0105
C -1.9730 -3.4129 0.9102  0.0005
C 0.6080 2.1463 1.3846  0.0002
C -2.7316 3.1658 1.8338  0.0001
C -4.5583 0.6821 0.5223  0.0010
C -3.7352 -0.2189 5.2486  -0.0004
C 3.8539 -1.9834 0.3296  0.0121
C 0.9700 1.3919 2.6269  0.0092
C 2.1357 1.0860 4.6865  0.0114
C -0.6607 -5.2222 0.6540  0.0002
C -0.0863 3.1474 -1.1100  -0.0019
C -2.2710 -1.9113 4.1216  0.0005
C 3.9827 -0.3013 -6.1565  0.0000
C -4.4814 0.4513 2.0385  0.0029
H -1.3094 2.2650 3.1629  -0.0001
H -0.3532 3.5540 -2.0760  -0.0002
H -3.7118 -1.0340 5.9741  0.0000
H -4.9110 1.3290 2.5235  0.0000
H -2.0089 2.4925 -2.9982  -0.0003
H -2.5834 2.3958 5.1693  0.0000
H 4.9680 2.2110 -6.3565  0.0000
H 1.3073 0.1765 -5.9233  0.0000
H -3.6604 0.7056 5.8107  0.0000
H -3.1761 -2.4953 3.9523  0.0000
H -2.3083 4.1508 2.0390  0.0000
H 2.0422 2.9510 3.6272  -0.0003
H 4.8279 -0.1931 -6.8343  0.0000
H -3.8124 3.2997 1.7468  0.0000
H -2.3533 2.8407 0.8695  0.0001
H 4.4188 0.0324 -0.1723  -0.0003
H -5.7401 -1.2479 1.5122  0.0000
H -1.6804 0.0620 4.6582  -0.0001
H 3.0179 2.8617 -3.3692  0.0000
H 2.0681 -0.9336 5.4508  -0.0003
H -1.3167 -7.1314 0.6470  0.0000
H -3.2999 -1.8914 1.2347  0.0022
H 1.8394 3.8431 1.6764  -0.0001
H -2.2075 -2.0986 -1.3728  0.0003
H 4.8669 -2.3504 0.4367  0.0006
H -1.8370 -2.2712 5.0566  0.0000
H 2.9019 -3.8772 0.7636  -0.0003
H -6.1646 -0.5274 3.0464  0.0000
H 2.7424 -1.7039 -4.2864  0.0000
H 0.6445 -1.7278 3.5921  0.0004
H 3.3081 -1.0725 -6.5227  0.0000
H 3.0127 1.2403 -7.2084  0.0000
H 3.7228 -1.1420 -2.9446  0.0000
H 2.0844 0.8018 -0.3660  0.0004
H -4.1294 2.4661 4.3129  0.0000
H -3.2960 -1.5706 -3.5127  -0.0003
H -3.2518 0.8002 -4.3299  0.0007
H 3.5501 3.0651 -5.6902  0.0000
H 3.8892 1.7360 -2.3728  0.0000
H -1.5702 -2.1524 3.3197  0.0003
H 2.7355 1.4795 5.4975  0.0006
H -3.9700 -3.4923 1.1535  0.0001
H -3.0275 3.8301 4.2620  -0.0001
H 5.5819 0.3178 -3.3288  0.0000
H -4.7153 -0.2416 4.7788  0.0000
H 0.4062 -6.9296 0.4682  0.0000
H -4.2576 -0.2155 -0.0264  0.0004
H 1.4015 1.9064 -5.5847  0.0000
H -4.7682 -1.5656 2.9473  0.0000
H 6.1429 0.6113 -4.9799  0.0000
H -5.5891 0.9041 0.2393  0.0000
H -3.9393 1.5090 0.1787  0.0001

Values from the calculation:
Kohn-Sham gap (alpha / beta) = 7.26 / 7.17 eV
Energy relative to the best compared isomer or geometry (same formula, charge and spin) = 0.108 eV
Total charge = +3
HOMO (alpha / beta) = -15.11 / -15.11 eV
2S+1 = 2
LUMO level (alpha / beta) = -7.8 / -7.9 eV

(3)
Entry from the OMol25 dataset: C39H52N4OP2V as an isolated structure at a distorted geometry (ωB97M-V/def2-TZVPD).

Each line ends with the Löwdin spin population.
Element x y z (Å)
V 0.3510 -0.6910 1.1501  2.4743
P 1.7163 -0.9617 -4.0871  0.0005
P -1.9403 -0.4703 -3.7916  0.0006
O -0.8016 0.1785 5.1173  0.1875
N -3.5613 -0.8762 -4.4987  0.0001
N 3.1176 0.1178 -4.4327  0.0001
N 2.2165 -2.2856 -5.2850  0.0001
N -2.0775 1.3325 -4.0704  -0.0001
C -4.2985 -0.1972 -5.4813  0.0000
C -0.6721 -1.2719 6.9844  0.0788
C 0.5264 -0.1313 -5.2526  0.0001
C -5.1368 -2.3005 -5.3154  0.0000
C -0.9815 1.1930 1.9091  -0.0923
C 2.5339 -2.1940 -6.6439  0.0000
C -5.2531 -1.0576 -6.0162  0.0000
C 0.1992 2.4616 6.4678  0.0073
C -2.4598 -3.0639 6.7518  0.0033
C -1.1951 -2.4366 6.1400  0.0065
C 4.8789 1.4588 -3.9461  0.0000
C 0.5647 -0.1520 -0.9247  0.0645
C 3.8736 0.6783 -3.3918  -0.0001
C 0.1302 -0.3465 9.0549  0.1056
C 0.0003 1.1118 7.1320  0.0719
C 1.0336 2.5113 0.9633  0.0077
C -2.0695 3.4810 -4.8096  0.0000
C 1.6070 -0.9575 2.7623  -0.0409
C 3.6136 0.6232 -5.6387  0.0000
C -1.3587 0.5807 0.6928  -0.0143
C 1.8166 0.3548 -0.2409  0.0154
C -0.8983 -0.7734 -5.2933  0.0001
C -1.9317 2.1879 -2.9785  0.0011
C -4.1127 -2.1650 -4.3942  0.0000
C -1.0142 2.9324 5.6593  0.0036
C -0.3764 -1.4268 8.3228  -0.0059
C 1.9014 1.3269 0.7244  0.0185
C 1.4108 2.4696 5.5407  0.0041
C 2.9547 -3.4359 -7.1157  0.0000
C 0.2917 0.9033 8.4589  -0.0031
C -0.5010 0.0214 6.3372  0.0299
C -0.0951 2.3782 2.0570  -0.0117
C -0.1236 -3.5030 5.8897  0.0044
C 4.7315 1.3966 -5.3689  0.0000
C -0.6387 0.6989 -0.6235  0.0249
C -1.8487 3.4908 -3.3994  0.0000
C -2.1396 2.1449 -5.2087  0.0000
C 2.3726 -3.6311 -4.9272  0.0000
C 2.8051 -4.3618 -6.0329  0.0000
H -1.9239 2.9009 6.2606  0.0000
H 0.7175 -3.0285 5.3711  0.0003
H -5.9264 -0.8313 -6.8262  0.0000
H 0.2452 -3.9466 6.8257  -0.0001
H 2.9957 -5.4301 -6.0911  0.0000
H 0.3697 2.3785 3.0693  -0.0005
H 1.4867 3.4418 5.0414  0.0003
H 0.5175 0.9218 -4.9033  0.0000
H 0.9458 -0.1542 -6.2777  0.0000
H 0.6519 1.7421 9.0549  -0.0023
H 1.3005 1.6919 4.7781  0.0002
H -1.7128 1.1550 2.7205  -0.0039
H 0.6064 -0.3724 -2.0175  0.0046
H 2.1840 -3.9446 -3.9129  0.0000
H -1.1515 2.2590 4.8070  0.0000
H -2.8669 -3.8265 6.0729  0.0004
H -0.5483 -4.2969 5.2616  0.0005
H -1.4365 -0.3984 -6.1871  0.0000
H 2.8156 1.3677 1.3336  0.0013
H 1.0127 -1.8988 2.9199  0.0060
H -3.2054 -2.2722 6.9051  0.0001
H -2.2914 1.7137 -6.1867  0.0000
H 2.4398 -1.2609 -7.1693  0.0000
H 3.1402 0.3935 -6.5780  0.0000
H 5.3842 1.8323 -6.0993  0.0000
H 2.7147 -0.1854 -0.5362  0.0010
H 1.6888 3.3582 1.2699  0.0008
H -1.4501 -1.9800 5.1710  -0.0004
H -0.8042 -1.8777 -5.3884  0.0000
H 0.3738 -1.1799 -0.4509  0.0457
H -1.9527 1.8092 -1.9740  0.0001
H -0.3892 1.7353 -0.8588  0.0039
H -1.6632 4.3287 -2.7402  0.0000
H -3.7364 -2.8511 -3.6487  0.0000
H 5.6405 1.9956 -3.4185  0.0000
H 3.3467 -3.6403 -8.1035  0.0000
H 2.3344 2.2692 6.0905  0.0001
H -0.5433 -2.4042 8.8010  -0.0023
H -2.4303 0.3831 0.5463  -0.0014
H -5.7365 -3.1817 -5.4956  0.0000
H 1.5626 -0.2716 3.6257  0.0027
H -0.8663 3.9524 5.2921  0.0002
H -4.1159 0.8437 -5.6844  0.0000
H -0.7219 3.3053 2.0445  -0.0065
H -2.2339 -3.5338 7.7209  -0.0001
H 0.6155 2.8817 0.0152  0.0006
H -2.2165 4.3483 -5.4299  0.0000
H 0.3927 -0.4622 10.1021  0.0057
H 2.6316 -1.0913 2.3542  -0.0024
H 0.3965 3.1605 7.2919  0.0000
H -1.3829 0.3597 -1.3490  0.0026
H 3.6341 0.4477 -2.3675  -0.0001

Values from the calculation:
Kohn-Sham gap (alpha / beta) = 6.27 / 2.60 eV
HOMO (alpha / beta) = -6.68 / -4.64 eV
2S+1 = 4
LUMO level (alpha / beta) = -0.4 / -2.0 eV